This record from OMol25 describes a structure of composition C4H10O2 at a distorted geometry. The level of theory is ωB97M-V with the def2-TZVPD basis set.

Last column: Löwdin charge in e.
Geometry (Å):
C -1.652 -1.141 -0.775  -0.42
O -2.836 -1.622 -0.453  -0.18
C -0.682 -0.310 0.600  -0.16
C 0.430 0.298 -0.130  -0.20
C 1.449 1.130 0.595  -0.28
O 2.528 1.858 0.016  -0.14
H -1.019 -1.323 0.798  0.08
H -1.386 -0.873 -1.878  0.11
H 3.003 1.099 1.601  0.20
H -1.012 -0.073 1.640  0.13
H -0.842 -2.008 -0.734  0.09
H 0.394 -0.873 -0.300  0.14
H 0.595 -0.293 -1.383  0.30
H 1.173 1.574 1.684  0.17
H 1.451 0.019 0.389  0.06
H 3.144 1.282 -0.458  0.09

Values from the calculation:
M = 90.12 g mol⁻¹
Frontier orbital gap = 5.4 eV
Total charge = 0